Version w
Density functional theory data (wB97M-V/def2-TZVPD) for the molecule C2H5N3S2.

Results
SMILES: N/N=C/C(=S)NS
LUMO level (eV): -0.29
HOMO energy (eV): -8.80
Orbital gap (eV): 8.506
Molecular weight (g/mol): 135.22

Each line ends with the Löwdin charge.
Cartesian coordinates (Å):
1 N 1.30281 -0.00336 2.33607  -0.03
2 S -0.62535 0.77148 -3.32285  0.67
3 C -0.59176 -0.57233 -0.76752  -0.93
4 C 0.07281 -0.50049 0.63416  -0.19
5 N 0.90905 0.40278 1.01124  -0.02
6 H -0.04102 -1.32044 1.30090  0.09
7 N 0.00437 0.20142 -1.70927  -0.40
8 H 0.54414 0.94255 -1.33228  0.04
9 H 1.86044 0.72664 2.53705  0.00
10 H -1.98871 0.90393 -2.71454  -0.06
11 S -1.86520 -1.50866 -1.03830  0.67
12 H 0.41843 -0.04352 3.06535  0.17


Version x
Density functional theory data (wB97M-V/def2-TZVPD) for the molecule C2H5N3S2.

Results
SMILES: [H]/N=C\N(S)/C=N\S
LUMO level (eV): 0.27
HOMO energy (eV): -9.21
Orbital gap (eV): 9.475
Molecular weight (g/mol): 135.22

Each line ends with the Löwdin charge.
Cartesian coordinates (Å):
1 N 1.59051 -0.72211 0.69985  -0.30
2 C 0.34847 -0.49317 0.77393  -0.41
3 H 0.75905 2.04995 -0.79567  -0.17
4 C -1.75670 0.06206 -0.31674  -0.39
5 S -0.17527 2.11498 0.18452  0.81
6 H -1.56335 -1.78712 -0.20290  0.04
7 H 3.56420 -0.55719 -0.34798  -0.15
8 N -2.22359 -1.08013 -0.51142  0.11
9 N -0.48907 0.39949 0.09809  -0.47
10 H -2.32930 0.95793 -0.57330  0.09
11 S 2.46672 0.17369 -0.49598  0.71
12 H -0.19167 -1.11837 1.48760  0.13


Of them, the most stable is version x and the least stable is version w.